# 1
{"formula": "C4H8N2S", "method": "wB97M-V/def2-TZVPD", "species": ["C", "N", "C", "C", "C", "N", "S", "H", "H", "H", "H", "H", "H", "H", "H"], "coordinates": [[-0.6265, -2.0048, 0.1736], [0.0295, -0.9262, -0.3852], [0.2767, 0.0975, 0.2460], [-0.0695, 0.6658, 1.5970], [0.7756, 1.3598, -0.9883], [0.2948, 1.0141, -2.0941], [1.8880, 2.4388, -0.4742], [-1.4456, -1.5884, 0.8858], [-0.0903, -2.5964, 0.9159], [-1.0050, -2.6172, -0.6652], [-1.0751, 0.6470, 1.8187], [0.3509, 1.7456, 1.6992], [0.4493, 0.0993, 2.2624], [-0.2683, 0.1793, -2.0367], [0.5155, 1.4858, -2.9548]], "spin_multiplicity": 1, "homo_ev": -7.8, "total_charge": 0, "de_lowest_kj_mol": 254.7, "smiles": "C/N=C(\\C)C(N)=S"}

# 2
{"formula": "C3H7I", "method": "wB97M-V/def2-TZVPD", "species": ["C", "C", "C", "H", "H", "H", "H", "H", "H", "I", "H"], "coordinates": [[0.5460, -1.9350, 0.5480], [0.9078, -0.7301, 0.1639], [0.4993, -0.2418, -1.2354], [0.7394, -2.2363, 1.6104], [-0.2038, -2.4528, 0.1181], [1.7599, -0.2003, 0.4947], [0.1872, 0.7628, -0.9283], [1.4483, -0.3286, -1.7914], [-0.3172, -0.8679, -1.6608], [-3.3081, 3.6484, 1.0189], [-2.2589, 4.5817, 1.6619]], "spin_multiplicity": 1, "homo_ev": -9.7, "total_charge": 0, "de_lowest_kj_mol": 114.2, "smiles": "C=CC.I"}

# 3
{"formula": "C38H43N4O", "method": "wB97M-V/def2-TZVPD", "species": ["C", "N", "C", "C", "H", "H", "H", "H", "H", "H", "H", "H", "C", "C", "C", "C", "C", "C", "N", "C", "C", "C", "C", "C", "C", "C", "C", "C", "C", "O", "N", "C", "C", "C", "C", "C", "C", "C", "C", "C", "N", "C", "C", "C", "C", "C", "C", "C", "C", "C", "C", "H", "H", "H", "H", "H", "H", "H", "H", "H", "H", "H", "H", "H", "H", "H", "H", "H", "H", "H", "H", "H", "H", "H", "H", "H", "H", "H", "H", "H", "H", "H", "H", "H", "H", "H"], "coordinates": [[0.3295, 0.2212, -5.0718], [-0.1618, -1.0094, -4.4690], [-0.4322, -2.0487, -5.4814], [0.0800, -1.3336, -3.1665], [-0.1612, 0.3977, -6.0397], [0.1062, 1.0473, -4.3901], [1.4149, 0.2000, -5.2637], [-0.7030, -1.5434, -6.4178], [0.4379, -2.6832, -5.6865], [-1.2540, -2.7133, -5.1397], [0.2288, -2.4258, -3.1416], [0.7690, -0.5920, -2.6971], [4.5610, 0.3345, -3.1240], [3.5150, 0.6229, -2.1020], [2.3200, 1.2415, -2.4709], [1.2455, 1.3430, -1.5547], [-0.0830, 1.9310, -2.0029], [1.4216, 0.8690, -0.2551], [0.3277, 0.8753, 0.6332], [-0.7850, 0.0592, 0.5697], [-1.3085, -0.6013, -0.6543], [-0.6006, -1.7395, -1.4007], [-1.7193, -2.6960, -1.8595], [0.6923, -2.2339, -0.7127], [0.7737, -2.3988, 0.6754], [1.9237, -2.9466, 1.2635], [2.9995, -3.3242, 0.4683], [2.9662, -3.1275, -0.9159], [1.8816, -2.4707, -1.4497], [-2.4703, -0.3395, -1.0367], [-1.5471, 0.4309, 1.6196], [-2.8515, 0.0796, 2.0852], [-3.1671, -1.2350, 2.4540], [-2.1647, -2.3425, 2.3766], [-4.4443, -1.4925, 2.9549], [-5.3665, -0.4660, 3.1868], [-6.7081, -0.7878, 3.7503], [-5.0038, 0.8373, 2.8486], [-3.7436, 1.1382, 2.3284], [-3.3838, 2.5554, 2.0437], [-0.8727, 1.3331, 2.4251], [0.2301, 1.6203, 1.8009], [1.1557, 2.6511, 2.2213], [1.2594, 2.8552, 3.6202], [2.1833, 3.7627, 4.1222], [2.9631, 4.5130, 3.2269], [2.7818, 4.4223, 1.8361], [1.8811, 3.4740, 1.3284], [2.6768, 0.4740, 0.2013], [2.9528, 0.1860, 1.6497], [3.7056, 0.3369, -0.7502], [5.5253, 0.1211, -2.6675], [4.3006, -0.5365, -3.7294], [4.6924, 1.1700, -3.8123], [2.2086, 1.6187, -3.4875], [-0.4904, 2.6503, -1.2605], [0.0585, 2.4698, -2.9563], [-0.8610, 1.1522, -2.1582], [-1.3421, -3.5605, -2.4331], [-2.3142, -3.1406, -1.0431], [-2.3606, -2.1164, -2.5050], [-0.1208, -2.1583, 1.2710], [1.9440, -3.0343, 2.3526], [3.8982, -3.7405, 0.9224], [3.7862, -3.4247, -1.5737], [1.9928, -2.2110, -2.5041], [-2.5202, -3.2197, 2.9395], [-2.0139, -2.6820, 1.3401], [-1.2054, -2.0504, 2.8283], [-4.6576, -2.5390, 3.1961], [-7.2577, 0.1184, 3.9841], [-7.3031, -1.3721, 3.0448], [-6.6471, -1.3752, 4.6672], [-5.6867, 1.6677, 2.9976], [-4.2117, 3.1886, 2.3971], [-2.4715, 2.8538, 2.5777], [-3.2444, 2.7603, 0.9689], [0.6104, 2.2705, 4.2763], [2.2857, 3.8849, 5.2074], [3.6922, 5.2169, 3.6175], [3.3334, 5.0877, 1.1576], [1.7358, 3.3837, 0.2483], [3.8043, -0.4927, 1.7411], [3.2007, 1.1010, 2.2038], [2.1068, -0.2868, 2.1608], [4.6807, -0.0361, -0.4056]], "spin_multiplicity": 1, "homo_ev": -10.0, "total_charge": 1, "de_lowest_kj_mol": 174.5}

# 4
{"formula": "C4H10S3", "method": "wB97M-V/def2-TZVPD", "species": ["C", "S", "C", "C", "S", "S", "C", "H", "H", "H", "H", "H", "H", "H", "H", "H", "H"], "coordinates": [[1.4791, -1.8750, 0.3597], [1.2569, -0.4997, -0.8497], [-0.3922, 0.1169, -0.1752], [-1.5194, -0.6922, -0.8191], [-3.0889, -0.3448, -0.1408], [-0.7579, 1.8896, -0.4763], [0.8704, 2.6246, 0.1300], [0.5994, -2.5635, 0.3228], [2.3239, -2.4747, -0.0086], [1.7222, -1.4717, 1.3669], [-0.4314, -0.1017, 0.9296], [-1.3078, -1.7797, -0.6909], [-1.5605, -0.5029, -1.8978], [-2.8495, -0.7815, 1.0758], [1.5843, 2.8512, -0.6491], [1.3311, 2.0228, 0.9205], [0.7404, 3.5822, 0.6022]], "spin_multiplicity": 1, "homo_ev": -8.5, "total_charge": 0, "de_lowest_kj_mol": 69.7, "smiles": "CSC(CS)SC"}

# 5
{"formula": "H4O2", "method": "wB97M-V/def2-TZVPD", "species": ["O", "H", "H", "O", "H", "H"], "coordinates": [[-12.8266, 4.3257, -11.5000], [-13.2818, 3.5293, -11.8002], [-13.4693, 4.7959, -10.9540], [-11.7939, 6.5030, -13.1890], [-12.6226, 6.8963, -13.4798], [-12.0505, 5.6749, -12.7396]], "spin_multiplicity": 1, "homo_ev": -10.9, "total_charge": 0, "de_lowest_kj_mol": 3.1, "smiles": "O.O"}

# 6
{"formula": "C20H16N2O4", "method": "wB97M-V/def2-TZVPD", "species": ["C", "O", "C", "C", "C", "C", "N", "N", "C", "C", "C", "C", "C", "O", "O", "C", "C", "C", "O", "C", "C", "C", "C", "C", "C", "C", "H", "H", "H", "H", "H", "H", "H", "H", "H", "H", "H", "H", "H", "H", "H", "H"], "coordinates": [[3.0336, -1.5144, 3.1430], [2.3603, -1.8178, 1.9334], [1.5032, -0.8341, 1.4874], [1.7824, -0.2270, 0.2753], [0.9504, 0.7698, -0.2291], [1.2707, 1.3820, -1.4949], [2.2839, 1.1108, -2.2671], [2.2029, 1.9096, -3.3358], [1.1379, 2.6466, -3.1816], [0.6632, 3.6452, -4.0862], [1.1899, 4.0602, -5.2862], [0.3243, 5.0674, -5.7570], [-0.6572, 5.1909, -4.8172], [-0.4624, 4.3376, -3.8054], [0.4962, 2.3606, -2.0263], [-0.1640, 1.1761, 0.5025], [-0.4567, 0.5570, 1.6985], [0.3480, -0.4623, 2.1988], [-0.0154, -1.0358, 3.3896], [-0.2425, -2.4496, 3.3495], [-1.3923, -2.7684, 2.4309], [-2.7015, -2.6832, 2.8864], [-3.7584, -2.9060, 2.0220], [-3.5154, -3.2069, 0.6924], [-2.2128, -3.2866, 0.2305], [-1.1549, -3.0676, 1.0953], [3.7173, -0.6714, 2.9994], [2.3387, -1.2758, 3.9523], [3.6043, -2.4053, 3.3992], [2.6561, -0.5249, -0.2818], [2.0773, 3.6790, -5.7453], [0.4164, 5.6238, -6.6666], [-1.5172, 5.8287, -4.7602], [-0.8015, 1.9589, 0.1218], [-1.3279, 0.8384, 2.2695], [-0.4750, -2.7134, 4.3838], [0.6588, -2.9816, 3.0276], [-2.8894, -2.4400, 3.9222], [-4.7735, -2.8425, 2.3858], [-4.3407, -3.3787, 0.0172], [-2.0185, -3.5193, -0.8060], [-0.1388, -3.1301, 0.7326]], "spin_multiplicity": 1, "homo_ev": -8.0, "total_charge": 0, "de_lowest_kj_mol": 349.2, "smiles": "COc1cc(-c2nnc(-c3ccco3)o2)ccc1OCc1ccccc1"}